Record 1
A single C17H21N3O2 molecule. Source: the Open Molecules 2025 dataset; level of theory: ωB97M-V/def2-TZVPD.

The gap between HOMO and LUMO comes out at 8.972 eV. The calculation puts the max |F| at 0.75 eV Å⁻¹. Its SMILES is CC(=O)Cn1c(CN2CCCCC2)nc2ccccc2c1=O.

ORCA input file:
```
! wB97M-V def2-TZVPD RIJCOSX def2/J DEFGRID3
* xyz 0 1
C 2.68 4.06 1.40
C 2.13 2.78 0.84
O 2.21 2.46 -0.31
C 1.45 1.90 1.89
N 1.26 0.55 1.42
C 0.24 0.19 0.57
C -0.77 1.25 0.20
N -1.82 0.88 -0.72
C -1.35 0.54 -2.05
C -2.54 0.53 -3.01
C -3.58 -0.48 -2.53
C -3.99 -0.14 -1.10
C -2.75 -0.11 -0.21
N 0.10 -0.99 0.10
C 1.00 -1.97 0.42
C 0.84 -3.25 -0.11
C 1.75 -4.24 0.21
C 2.82 -3.98 1.06
C 2.99 -2.72 1.59
C 2.09 -1.70 1.28
C 2.25 -0.37 1.82
O 3.14 -0.01 2.56
H 3.62 3.83 1.92
H 2.90 4.76 0.60
H 2.00 4.51 2.12
H 2.12 1.83 2.76
H 0.51 2.35 2.20
H -1.25 1.61 1.12
H -0.23 2.10 -0.25
H -0.63 1.29 -2.36
H -0.86 -0.44 -2.07
H -2.20 0.29 -4.01
H -2.99 1.53 -3.03
H -4.46 -0.46 -3.19
H -3.15 -1.48 -2.56
H -4.70 -0.88 -0.72
H -4.46 0.84 -1.08
H -3.03 0.17 0.81
H -2.30 -1.11 -0.17
H 0.01 -3.44 -0.76
H 1.62 -5.23 -0.20
H 3.52 -4.76 1.30
H 3.82 -2.48 2.25
*
```

***

Record 2
A single C17H21N3O3 molecule in a non-equilibrium geometry. Source: the Open Molecules 2025 dataset; level of theory: ωB97M-V/def2-TZVPD.

The gap between HOMO and LUMO comes out at 8.403 eV. The calculation puts the max |F| at 1.08 eV Å⁻¹. Its SMILES is COCCCNC(=O)Cn1nc(-c2ccc(C)cc2)ccc1=O.

ORCA input file:
```
! wB97M-V def2-TZVPD RIJCOSX def2/J DEFGRID3
* xyz 0 1
C -7.76 -0.46 -0.31
O -7.24 0.84 -0.40
C -5.95 0.92 -0.95
C -4.84 0.40 -0.02
C -3.46 0.70 -0.59
N -2.42 0.17 0.26
C -1.52 0.95 0.88
O -1.45 2.15 0.78
C -0.56 0.15 1.79
N 0.33 -0.71 1.03
N 1.54 -0.23 0.83
C 2.43 -0.92 0.18
C 3.75 -0.30 0.00
C 4.62 -0.70 -1.01
C 5.85 -0.09 -1.15
C 6.25 0.93 -0.30
C 7.59 1.58 -0.45
C 5.37 1.33 0.70
C 4.14 0.73 0.85
C 2.12 -2.23 -0.30
C 0.88 -2.73 -0.08
C -0.12 -1.95 0.59
O -1.28 -2.30 0.79
H -7.70 -0.98 -1.27
H -7.24 -1.06 0.45
H -8.80 -0.36 -0.03
H -5.79 1.99 -1.14
H -5.91 0.39 -1.91
H -4.95 0.88 0.95
H -4.95 -0.68 0.11
H -3.30 1.77 -0.67
H -3.37 0.25 -1.59
H -2.39 -0.83 0.43
H 0.06 0.86 2.33
H -1.14 -0.47 2.47
H 4.33 -1.48 -1.71
H 6.51 -0.41 -1.95
H 8.11 1.22 -1.32
H 8.20 1.39 0.43
H 7.47 2.66 -0.53
H 5.66 2.13 1.37
H 3.46 1.05 1.63
H 2.88 -2.82 -0.79
H 0.59 -3.72 -0.40
*
```

***

Record 3
A single C17H21N3O4 molecule in a non-equilibrium geometry. Source: the Open Molecules 2025 dataset; level of theory: ωB97M-V/def2-TZVPD.

The gap between HOMO and LUMO comes out at 7.691 eV. The calculation puts the max |F| at 15.17 eV Å⁻¹. Its SMILES is CCOc1cc(C(=O)Nc2cnccn2)cc(OCC)c1OCC.

ORCA input file:
```
! wB97M-V def2-TZVPD RIJCOSX def2/J DEFGRID3
* xyz 0 1
C -1.48 2.72 -3.07
C -1.99 3.01 -1.74
O -2.14 2.01 -1.09
C -1.01 1.35 -0.58
C -1.39 0.12 -0.19
C -0.26 -1.02 0.01
C -0.61 -2.28 0.50
O 0.21 -3.24 0.45
N -1.78 -2.73 0.82
C -2.42 -3.89 1.03
C -1.75 -5.20 1.01
N -2.27 -6.31 1.62
C -3.73 -6.07 1.82
C -4.44 -4.85 1.79
N -3.71 -3.82 1.56
C 1.09 -0.57 0.08
C 1.32 0.72 -0.12
O 2.69 1.25 0.09
C 3.72 0.37 0.41
C 3.71 0.35 2.17
C 0.58 1.66 -0.40
O 0.80 3.02 -0.77
C 1.70 3.45 -1.49
C 2.79 4.16 -0.27
H -0.42 2.45 -3.14
H -1.56 3.70 -3.86
H -1.97 2.00 -3.63
H -1.25 3.73 -1.29
H -2.98 3.47 -1.84
H -2.26 -0.14 -0.17
H -2.67 -1.86 1.02
H -0.79 -5.10 1.11
H -4.13 -7.04 2.15
H -5.24 -4.72 2.25
H 1.87 -1.42 0.49
H 4.59 0.80 0.24
H 3.51 -0.56 -0.06
H 4.54 -0.37 2.46
H 3.67 1.31 2.64
H 2.89 -0.42 2.17
H 1.45 4.23 -2.07
H 2.43 2.47 -1.78
H 3.61 4.57 -0.99
H 2.16 5.12 0.21
H 2.91 3.56 0.42
*
```

***

Record 4
A single C17H21N3O4 molecule in a non-equilibrium geometry. Source: the Open Molecules 2025 dataset; level of theory: ωB97M-V/def2-TZVPD.

The gap between HOMO and LUMO comes out at 8.261 eV. The calculation puts the max |F| at 5.15 eV Å⁻¹. Its SMILES is O=C([C@@H]1Oc2ccccc2N=C1N1CCOCC1)N1CCOCC1.

ORCA input file:
```
! wB97M-V def2-TZVPD RIJCOSX def2/J DEFGRID3
* xyz 0 1
O -0.21 -0.57 -2.93
C -0.49 -0.18 -1.81
C -0.48 -1.17 -0.66
O -1.86 -1.14 -0.18
C -2.08 -1.65 1.06
C -3.23 -1.72 1.66
C -3.42 -2.32 2.89
C -2.34 -2.77 3.63
C -1.05 -2.58 3.14
C -0.94 -2.05 1.79
N 0.34 -1.69 1.49
C 0.56 -1.12 0.41
N 1.89 -0.77 0.14
C 2.82 -0.83 1.28
C 3.98 0.08 1.03
O 4.78 -0.41 -0.02
C 3.91 -0.64 -1.18
C 2.38 -0.32 -1.18
N -0.90 1.22 -1.58
C -1.49 1.86 -2.72
C -1.55 3.38 -2.64
O -2.16 3.87 -1.45
C -1.27 3.32 -0.37
C -1.23 1.79 -0.33
H -0.37 -2.18 -1.14
H -4.07 -1.23 1.09
H -4.45 -2.38 3.32
H -2.49 -3.30 4.59
H -0.15 -2.73 3.68
H 2.36 -0.38 2.16
H 3.20 -1.80 1.60
H 4.53 0.27 1.86
H 3.67 1.06 0.66
H 4.00 -1.56 -1.63
H 4.35 0.06 -1.95
H 1.99 0.70 -1.44
H 1.98 -0.93 -2.03
H -2.36 1.40 -3.05
H -0.89 1.58 -3.61
H -0.55 3.71 -2.75
H -2.07 3.80 -3.54
H -0.24 3.70 -0.43
H -1.70 3.72 0.61
H -2.16 1.33 0.03
H -0.52 1.55 0.46
*
```

***

Record 5
A molecular structure, C17H21N3O4S in a non-equilibrium geometry. Source: the Open Molecules 2025 dataset; level of theory: ωB97M-V/def2-TZVPD.

The gap between HOMO and LUMO comes out at 8.401 eV. The calculation puts the max |F| at 15.42 eV Å⁻¹.

ORCA input file:
```
! wB97M-V def2-TZVPD RIJCOSX def2/J DEFGRID3
* xyz 0 1
C 1.91 6.52 2.19
H 1.14 6.44 1.24
O 2.03 5.19 2.69
C 2.44 4.26 2.03
C 2.43 3.22 2.65
C 2.96 1.98 2.23
C 3.32 2.02 1.01
C 3.34 3.18 0.00
C 2.93 4.35 0.65
H 2.78 5.21 0.14
H 3.78 3.05 -0.93
O 3.98 0.91 0.00
C 3.69 -0.28 0.58
C 2.53 -1.12 0.71
N 2.14 -2.11 0.07
N 0.83 -2.33 0.57
C 0.27 -1.23 1.14
S -1.18 -0.89 1.74
C -1.99 -2.63 1.17
H -1.22 -3.23 0.97
H -2.32 -2.83 2.18
C -3.10 -2.34 0.58
O -4.26 -2.45 0.95
N -2.98 -2.08 -0.72
C -1.66 -2.09 -1.89
H -0.99 -2.27 -1.02
C -1.99 -3.09 -2.63
C -2.95 -3.16 -3.66
C -4.31 -2.92 -2.62
C -4.27 -1.85 -1.68
H -5.01 -1.85 -1.16
H -4.09 -0.78 -2.36
H -5.18 -2.83 -3.40
H -4.57 -3.79 -2.22
H -3.13 -3.82 -4.26
H -2.81 -2.29 -4.19
H -0.92 -3.17 -3.39
H -1.93 -4.26 -1.88
H -1.65 -1.13 -2.14
O 1.59 -0.45 1.39
H 4.14 -0.47 1.80
H 4.58 -1.08 0.26
H 3.05 1.08 2.79
H 2.20 3.17 3.87
H 3.04 7.00 1.71
H 1.43 7.22 2.82
*
```

***

Record 6
A single C17H21N9O3 molecule in a non-equilibrium geometry. Source: the Open Molecules 2025 dataset; level of theory: ωB97M-V/def2-TZVPD.

The gap between HOMO and LUMO comes out at 8.575 eV. The calculation puts the max |F| at 1.14 eV Å⁻¹. Its SMILES is COc1ccc(-c2nnn(Cc3nc(N)nc(N4CCOCC4)n3)n2)cc1OC.

ORCA input file:
```
! wB97M-V def2-TZVPD RIJCOSX def2/J DEFGRID3
* xyz 0 1
C 5.37 2.23 2.22
O 4.81 1.08 2.81
C 3.50 0.75 2.65
C 3.12 -0.40 3.33
C 1.84 -0.89 3.29
C 0.88 -0.21 2.55
C -0.48 -0.71 2.47
N -0.89 -1.88 3.00
N -2.13 -2.00 2.69
N -2.48 -0.94 2.02
C -3.75 -0.78 1.39
C -3.59 -0.91 -0.11
N -4.64 -0.63 -0.86
C -4.41 -0.73 -2.18
N -5.44 -0.47 -3.00
N -3.24 -1.03 -2.73
C -2.25 -1.29 -1.87
N -1.05 -1.62 -2.35
C -0.69 -1.37 -3.72
C 0.15 -0.09 -3.79
O 1.27 -0.16 -2.94
C 0.90 -0.39 -1.60
C 0.10 -1.69 -1.47
N -2.40 -1.26 -0.54
N -1.48 -0.10 1.85
C 1.23 0.94 1.86
C 2.53 1.44 1.89
O 2.91 2.57 1.21
C 1.95 3.23 0.41
H 6.41 2.24 2.54
H 4.87 3.14 2.57
H 5.32 2.20 1.13
H 3.89 -0.91 3.90
H 1.56 -1.79 3.82
H -4.17 0.20 1.62
H -4.41 -1.56 1.77
H -5.33 -0.60 -3.98
H -6.35 -0.31 -2.59
H -1.60 -1.27 -4.31
H -0.09 -2.22 -4.09
H 0.54 0.08 -4.80
H -0.49 0.77 -3.50
H 1.82 -0.44 -1.02
H 0.28 0.44 -1.23
H -0.24 -1.83 -0.44
H 0.72 -2.54 -1.78
H 0.46 1.44 1.30
H 1.11 3.60 1.01
H 1.58 2.58 -0.39
H 2.48 4.07 -0.02
*
```

***

Record 7
A gas-phase ion, C17H21O5 (charge -1) in a non-equilibrium geometry. Source: the Open Molecules 2025 dataset; level of theory: ωB97M-V/def2-TZVPD.

The gap between HOMO and LUMO comes out at 4.864 eV. The calculation puts the max |F| at 5.35 eV Å⁻¹. Its SMILES is CCOC(=O)C(C)(C/C=C(\[O-])c1ccccc1)C(=O)OCC.

ORCA input file:
```
! wB97M-V def2-TZVPD RIJCOSX def2/J DEFGRID3
* xyz -1 1
C -4.25 0.26 3.83
C -2.89 -0.35 3.83
O -2.04 0.42 2.93
C -0.81 -0.12 2.86
O -0.42 -1.14 3.34
C 0.09 0.73 1.93
C -0.48 2.13 1.89
C 0.15 -0.42 0.55
C 0.64 -1.70 0.86
C 0.89 -2.83 -0.08
O 1.07 -2.64 -1.30
C 0.98 -4.20 0.45
C 0.30 -4.60 1.59
C 0.21 -5.96 1.93
C 0.81 -6.94 1.14
C 1.58 -6.52 0.04
C 1.66 -5.19 -0.31
C 1.34 0.80 2.82
O 1.59 1.67 3.67
O 2.19 -0.18 2.59
C 3.39 -0.05 3.40
C 4.11 -1.40 3.41
H -4.95 -0.43 4.25
H -4.24 1.13 4.48
H -4.57 0.52 2.83
H -2.40 -0.37 4.80
H -2.90 -1.38 3.49
H 0.17 2.79 1.31
H -1.49 2.15 1.45
H -0.49 2.65 2.90
H 0.84 0.57 0.59
H -0.17 -0.33 -0.50
H 0.71 -1.97 1.88
H -0.16 -3.83 2.20
H -0.34 -6.26 2.81
H 0.77 -7.98 1.41
H 2.10 -7.24 -0.56
H 2.25 -4.87 -1.20
H 4.02 0.71 2.89
H 3.14 0.31 4.43
H 5.16 -1.22 3.61
H 3.65 -1.95 4.22
H 3.96 -1.93 2.49
*
```

***

Record 8
A molecular structure, C17H22AsN2O13ReS in a non-equilibrium geometry. Source: the Open Molecules 2025 dataset; level of theory: ωB97M-V/def2-TZVPD.

As for the expectation value of S²: 0.756. The gap between HOMO and LUMO (spin up / spin down) comes out at 6.015 / 6.416 eV. The calculation puts the max |F| at 4.23 eV Å⁻¹.

ORCA input file:
```
! wB97M-V def2-TZVPD RIJCOSX def2/J DEFGRID3
* xyz 1 2
Re -0.43 -0.06 -0.17
C -1.35 2.36 2.27
O -0.87 2.42 0.94
C -1.68 3.19 0.09
C -1.05 3.18 -1.30
O -0.93 1.84 -1.73
C -1.28 1.48 -3.05
C -2.01 0.13 -2.97
O -1.19 -0.75 -2.20
C -1.46 -2.13 -2.42
H -1.29 3.35 2.74
H -0.71 1.66 2.79
H -2.39 2.02 2.29
H -1.76 4.22 0.47
H -2.69 2.75 0.04
H -0.04 3.61 -1.25
H -1.67 3.76 -1.99
H -0.36 1.35 -3.64
H -1.93 2.23 -3.51
H -2.14 -0.29 -3.97
H -2.98 0.24 -2.48
H -1.31 -2.36 -3.48
H -2.48 -2.39 -2.12
H -0.74 -2.69 -1.84
O 3.08 0.51 2.76
As 2.34 -0.29 1.39
O 2.30 -1.91 1.98
O 0.78 0.31 1.50
C 3.89 -0.23 0.20
C 5.17 -0.28 0.72
C 6.24 -0.31 -0.17
C 6.03 -0.29 -1.54
C 4.73 -0.24 -2.05
C 3.67 -0.21 -1.17
S 1.95 -0.03 -1.54
O 1.64 -0.16 -2.93
O 1.32 -1.13 -0.70
O 1.57 1.22 -0.91
H 2.45 0.73 3.45
H 5.32 -0.29 1.79
H 7.25 -0.35 0.21
H 6.87 -0.30 -2.22
H 4.54 -0.23 -3.11
O -5.04 -1.97 2.93
C -3.96 -2.67 3.19
O -3.95 -3.59 3.97
C -2.72 -2.30 2.46
C -1.42 -2.85 2.65
N -0.56 -2.31 1.80
N -1.22 -1.44 1.05
C -2.53 -1.39 1.43
C -3.30 -0.30 0.80
O -4.49 -0.13 1.01
O -2.56 0.44 0.04
H -4.97 -1.27 2.24
H -1.13 -3.58 3.37
H 1.41 -2.31 1.88
*
```